(1)
ORCA calculation (the ωB97M-V functional and the def2-TZVPD basis) on 2 unconnected molecules or ions with the total composition C20H28BO3 in a non-equilibrium geometry.

```
52
Properties=species:S:1:pos:R:3:forces:R:3:nbo_charge:R:1
C -3.381 4.604 1.066 -1.4 0.2 -0.7 -0.701
C -1.965 4.710 1.278 1.1 -0.1 1.7 0.483
C -1.014 5.026 0.334 0.8 0.9 0.4 -0.325
C 0.168 5.246 1.055 -0.2 -1.6 -1.0 -0.029
C -0.046 4.720 2.347 -1.4 0.8 -1.3 0.099
B 0.860 0.154 0.522 -1.4 2.9 -1.2 1.156
O 1.774 -0.020 -0.484 -1.5 -0.2 0.9 -0.722
C 1.079 -0.878 -1.420 0.9 -0.3 -0.6 0.238
C 0.921 -0.046 -2.679 -0.3 0.2 -0.3 -0.629
C 2.128 -2.000 -1.582 -0.1 -0.3 -0.3 -0.624
C -0.317 -1.269 -0.740 -0.4 -0.5 0.7 0.253
C -1.662 -0.887 -1.424 0.4 -0.3 -0.5 -0.629
C -0.290 -2.721 -0.245 -0.1 -0.3 -0.4 -0.631
O -0.350 -0.478 0.479 1.0 -0.1 -0.5 -0.733
O -1.425 4.558 2.517 -0.6 -0.1 -1.9 -0.385
H -3.595 5.211 0.175 -0.2 -0.2 0.3 0.254
H -3.672 3.583 0.801 0.0 0.0 0.3 0.274
H -3.992 4.975 1.893 0.2 -0.2 0.0 0.269
H -1.252 5.101 -0.722 0.3 0.3 0.2 0.263
H 1.136 5.480 0.641 0.0 0.1 0.0 0.249
H 0.567 -0.661 -3.515 0.0 0.1 0.1 0.223
H 0.206 0.788 -2.515 0.4 -0.5 -0.1 0.211
H 1.886 0.391 -2.964 -0.2 -0.2 0.1 0.228
H 1.794 -2.834 -2.203 -0.1 0.0 0.1 0.215
H 3.027 -1.589 -2.078 -0.5 0.0 0.3 0.227
H 2.447 -2.388 -0.593 -0.3 0.2 -0.6 0.219
H -1.845 -1.481 -2.345 0.2 0.4 0.5 0.222
H -2.493 -1.104 -0.721 0.6 0.1 -0.3 0.229
H -1.690 0.197 -1.670 0.0 -0.8 0.2 0.215
H 0.580 -2.916 0.422 -0.6 0.2 -0.5 0.219
H -1.220 -2.940 0.303 0.3 0.1 -0.1 0.224
H -0.230 -3.410 -1.101 0.0 0.1 0.3 0.219
C 0.159 3.282 4.267 -0.5 -0.8 1.1 -0.692
C 0.743 3.942 3.092 1.5 -0.3 0.7 0.289
C 2.225 4.081 3.007 0.3 0.3 0.1 -0.678
C 1.093 1.290 1.575 -0.2 3.6 1.1 -0.601
C 2.518 1.440 1.661 0.3 -2.8 -0.1 -0.049
C 3.124 0.254 2.081 1.0 0.1 0.8 -0.250
C 2.381 -0.767 2.732 0.0 1.0 1.0 -0.192
C 1.046 -0.478 3.109 0.4 -0.2 1.3 -0.255
C 0.430 0.722 2.695 1.0 -2.7 -0.3 -0.028
H -0.887 2.917 4.131 0.9 0.5 0.1 0.257
H 0.759 2.430 4.656 -0.2 0.8 -0.2 0.253
H 0.137 4.120 5.007 -0.1 -0.8 -0.1 0.272
H 2.645 4.251 2.010 -0.4 0.2 0.2 0.240
H 2.405 4.971 3.621 0.4 0.0 0.0 0.260
H 2.798 3.259 3.432 -0.4 -0.1 0.2 0.255
H 3.121 2.244 1.207 -0.5 -0.8 -0.5 0.215
H 4.172 0.046 1.841 -0.2 0.3 0.5 0.231
H 2.936 -1.607 3.211 -0.8 0.4 -1.0 0.245
H 0.489 -1.246 3.660 0.3 0.5 0.2 0.233
H -0.592 0.986 3.000 0.2 -0.7 -0.7 0.215
```
Positions in Å, forces in eV/Å.

Values from the calculation:
net charge: +1
multiplicity: 1
HOMO-LUMO gap: 5.16 eV
E_LUMO: -4.89 eV

(2)
ORCA calculation (the ωB97M-V functional and the def2-TZVPD basis) on a single C4H11NOS molecule in a non-equilibrium geometry.

```
18
Properties=species:S:1:pos:R:3:forces:R:3:nbo_charge:R:1
C 0.947 1.382 -0.486 1.3 -0.3 1.6 -0.620
C 0.732 -0.077 1.613 -2.3 -0.3 -0.1 -0.629
C -0.574 -1.228 -1.229 -2.1 3.5 -1.2 -0.469
C -0.005 0.625 0.466 0.2 1.1 -2.2 -0.083
N -0.989 -0.169 -0.234 2.3 -1.4 -1.9 -0.566
O -3.609 0.386 0.322 0.8 1.0 1.8 -0.848
S -2.515 -0.781 0.652 -2.3 -2.7 2.1 0.629
H 1.773 0.800 -0.895 -0.1 -0.2 -0.1 0.200
H 0.536 2.010 -1.229 -1.1 0.1 -1.0 0.214
H 1.379 2.124 0.186 0.6 0.0 0.1 0.208
H 1.289 -0.927 1.331 0.8 -0.9 -0.9 0.209
H -0.034 -0.491 2.252 -0.4 -0.2 0.3 0.218
H 1.319 0.487 2.277 0.9 1.4 0.4 0.221
H -0.263 -0.557 -2.107 -0.3 -1.3 0.7 0.215
H 0.241 -1.859 -1.016 0.8 -1.0 0.7 0.198
H -1.557 -1.712 -1.533 1.5 0.0 0.4 0.211
H -0.660 1.445 0.682 -0.2 0.6 1.8 0.211
H -3.695 0.319 -0.598 -0.4 0.4 -2.4 0.481
```
Positions in Å, forces in eV/Å.

Values from the calculation:
multiplicity: 3
⟨S²⟩: 2.0100
HOMO-LUMO gap (alpha / beta): 5.31 / 6.47 eV
E_LUMO (alpha / beta): 0.70 / -1.84 eV

(3)
ORCA calculation (the ωB97M-V functional and the def2-TZVPD basis) on 2 unconnected molecules or ions with the total composition C7H16O2.

```
25
Properties=species:S:1:pos:R:3:forces:R:3:nbo_charge:R:1
O 0.172 1.193 -0.480 0.4 -0.7 0.0 -0.743
C -0.755 0.620 -1.413 0.3 0.1 -0.2 0.092
C -1.442 -0.614 -0.832 0.1 -0.4 -0.1 -0.430
C -2.415 -0.041 0.217 -0.1 -0.2 0.3 -0.410
C -2.733 1.403 -0.260 -0.3 0.3 0.2 -0.411
C -1.903 1.610 -1.543 -0.1 0.3 -0.4 -0.420
H 0.852 0.516 -0.282 -0.4 0.5 -0.1 0.480
H -0.249 0.419 -2.379 -0.2 0.1 0.4 0.167
H -0.721 -1.341 -0.409 -0.3 0.3 -0.2 0.210
H -1.995 -1.123 -1.645 0.2 0.2 0.3 0.204
H -1.928 -0.014 1.211 -0.3 0.0 -0.5 0.207
H -3.326 -0.663 0.305 0.5 0.3 0.0 0.207
H -2.426 2.135 0.512 -0.2 -0.4 -0.4 0.213
H -3.813 1.548 -0.450 0.5 0.0 0.1 0.205
H -1.536 2.646 -1.670 -0.2 -0.5 0.1 0.223
H -2.494 1.349 -2.442 0.2 0.1 0.4 0.201
C 2.041 -1.224 1.970 -0.5 -0.1 0.2 -0.255
O 2.436 -1.087 0.619 0.1 0.1 0.2 -0.552
C 3.837 -0.921 0.526 0.3 0.1 -0.5 -0.253
H 0.946 -1.350 1.988 0.5 0.1 0.0 0.195
H 2.302 -0.331 2.562 0.0 -0.2 -0.2 0.170
H 2.505 -2.106 2.441 -0.1 0.2 -0.2 0.168
H 4.175 -0.015 1.057 -0.1 -0.2 -0.1 0.169
H 4.377 -1.791 0.936 -0.2 0.2 -0.1 0.168
H 4.093 -0.819 -0.542 -0.1 0.0 0.5 0.196
```
Positions in Å, forces in eV/Å.

Values from the calculation:
SMILES: OC1CCCC1.COC
multiplicity: 1
HOMO-LUMO gap: 10.84 eV
E_LUMO: 0.92 eV

(4)
ORCA calculation (the ωB97M-V functional and the def2-TZVPD basis) on a molecular structure, C32H53AsINO12SSiTl.

```
103
Properties=species:S:1:pos:R:3:forces:R:3:mulliken_charge:R:1
Tl 0.448 0.718 0.317 -0.1 0.0 -0.1 3.257
O 4.736 0.751 2.062 0.0 0.0 0.0 -0.755
As 3.455 -0.464 1.887 0.0 0.0 0.0 1.091
O 4.100 -1.910 1.553 0.0 0.0 0.0 -0.870
O 2.505 0.344 0.748 0.0 0.0 0.0 -0.409
C 2.715 -0.372 3.696 0.0 0.0 0.0 -0.395
C 3.638 -0.014 4.675 0.0 0.0 0.0 -0.511
C 3.274 0.046 6.012 0.0 0.0 0.0 -0.634
C 1.975 -0.248 6.394 0.0 0.0 0.0 -0.697
C 1.044 -0.610 5.433 0.0 0.0 0.0 -0.658
C 1.415 -0.673 4.098 0.0 0.0 0.0 -0.096
S 0.149 -1.102 2.925 0.0 -0.1 0.0 1.631
O 0.782 -1.893 1.897 0.0 0.0 0.0 -0.653
O -0.940 -1.689 3.664 0.0 0.0 0.0 -0.787
O -0.276 0.237 2.374 0.0 0.0 -0.1 -0.626
H 4.443 1.552 1.602 0.0 0.0 0.0 0.345
H 4.649 0.231 4.379 0.0 0.0 0.0 0.471
H 4.010 0.327 6.755 0.0 0.0 0.0 0.389
H 1.685 -0.201 7.436 0.0 0.0 0.0 0.402
H 0.026 -0.857 5.701 0.0 0.0 0.0 0.538
N -4.026 0.740 -0.079 0.1 -0.1 -0.1 -0.192
C -2.989 1.114 0.682 0.0 0.0 -0.1 0.653
O -1.922 1.462 0.178 0.0 0.0 0.1 -0.409
C -3.107 1.081 2.188 0.0 0.0 0.0 -0.985
I -5.078 1.275 2.986 0.0 0.0 0.0 0.026
H -3.770 0.391 -1.002 0.0 0.1 0.1 -0.144
H -4.837 0.341 0.365 0.0 0.0 0.0 0.182
H -2.503 1.873 2.616 0.0 0.0 0.0 0.444
H -2.723 0.126 2.543 0.0 0.0 0.0 0.250
C -3.752 0.743 -3.674 0.0 0.0 0.0 -2.137
C -2.641 -0.297 -3.598 0.0 0.0 0.0 2.275
C -1.298 0.361 -3.895 0.0 0.0 0.0 -1.576
C -2.922 -1.438 -4.569 0.0 0.0 0.0 -1.671
O -2.679 -0.812 -2.252 0.0 0.0 0.0 0.034
Si -1.434 -1.557 -1.438 0.2 -0.1 0.0 -3.432
O -0.187 -0.611 -1.121 -0.1 0.1 0.0 1.599
O -2.103 -2.100 -0.050 -0.1 0.0 0.0 0.699
C -3.048 -3.141 0.236 0.0 0.0 0.0 1.886
C -4.391 -2.496 0.559 0.0 0.0 0.0 -1.330
C -2.514 -3.883 1.454 0.0 0.0 0.0 -1.387
C -3.221 -4.100 -0.938 0.0 0.0 0.0 -1.541
O -0.924 -2.750 -2.446 0.0 -0.1 0.0 0.172
C 0.345 -3.435 -2.420 0.0 0.0 0.0 2.038
C 0.129 -4.716 -3.217 0.0 0.0 0.0 -1.949
C 1.385 -2.556 -3.106 0.0 0.0 0.0 -1.561
C 0.772 -3.758 -0.994 0.0 0.0 0.0 -1.119
H -3.839 1.136 -4.689 0.0 0.0 0.0 0.438
H -3.546 1.577 -3.002 0.0 0.0 0.0 0.377
H -4.709 0.292 -3.401 0.0 0.0 0.0 0.366
H -1.314 0.802 -4.894 0.0 0.0 0.0 0.672
H -0.486 -0.366 -3.850 0.0 0.0 0.0 -0.057
H -1.090 1.146 -3.166 0.0 0.0 0.0 0.227
H -2.939 -1.066 -5.596 0.0 0.0 0.0 0.461
H -3.893 -1.886 -4.346 0.0 0.0 0.0 0.387
H -2.156 -2.207 -4.478 0.0 0.0 0.0 0.059
H -4.286 -1.800 1.394 0.0 0.0 0.0 0.155
H -5.120 -3.258 0.840 0.0 0.0 0.0 0.476
H -4.767 -1.963 -0.317 0.0 0.0 0.0 0.075
H -2.375 -3.197 2.287 0.0 0.0 0.0 0.211
H -1.541 -4.322 1.227 0.0 0.0 0.0 0.267
H -3.202 -4.679 1.748 0.0 0.0 0.0 0.381
H -3.558 -3.573 -1.833 0.0 0.0 0.0 0.188
H -3.965 -4.855 -0.676 0.0 0.0 0.0 0.557
H -2.284 -4.601 -1.173 0.0 0.0 0.0 0.218
H -0.201 -4.479 -4.230 0.0 0.0 0.0 0.331
H -0.635 -5.334 -2.742 0.0 0.0 0.0 0.385
H 1.055 -5.290 -3.273 0.0 0.0 0.0 0.383
H 1.067 -2.330 -4.127 0.0 0.0 0.0 0.250
H 2.350 -3.066 -3.146 0.0 0.0 0.0 0.554
H 1.506 -1.624 -2.555 0.0 0.0 0.0 0.053
H 0.024 -4.382 -0.500 0.0 0.0 0.0 0.082
H 0.912 -2.857 -0.397 0.0 0.0 0.0 0.015
H 1.719 -4.300 -1.001 0.0 0.0 0.0 0.600
C 2.347 1.238 -2.468 0.0 0.0 0.0 -0.898
C 2.577 2.749 -2.369 0.0 0.0 0.0 0.486
C 1.400 3.515 -2.979 0.0 0.0 0.0 -1.657
C 2.935 3.238 -0.977 0.0 0.0 0.0 0.918
C 4.229 3.692 -0.756 0.0 0.0 0.0 -0.950
C 4.621 4.213 0.468 0.0 0.0 0.0 -1.243
C 3.674 4.334 1.470 0.0 0.0 0.0 -0.784
C 2.364 3.891 1.301 0.0 0.0 0.0 0.170
C 1.408 4.098 2.465 0.0 0.0 0.0 0.452
C -0.029 4.454 2.083 0.0 0.0 0.0 -1.672
C 1.444 2.918 3.436 0.0 0.0 0.0 -1.555
C 2.010 3.272 0.088 0.0 0.0 0.0 0.928
O 0.771 2.765 -0.080 0.0 -0.1 0.0 -1.051
H 2.495 0.902 -3.498 0.0 0.0 0.0 0.643
H 1.322 0.969 -2.211 0.0 0.0 0.0 -0.425
H 3.024 0.678 -1.821 0.0 0.0 0.0 0.276
H 3.456 2.977 -2.980 0.0 0.0 0.0 0.667
H 0.491 3.346 -2.402 0.0 0.0 0.0 0.122
H 1.230 3.183 -4.006 0.0 0.0 0.0 0.428
H 1.597 4.590 -2.995 0.0 0.0 0.0 0.429
H 4.945 3.635 -1.570 0.0 0.0 0.0 0.377
H 5.638 4.547 0.625 0.0 0.0 0.0 0.325
H 3.948 4.788 2.418 0.0 0.0 0.0 0.402
H 1.809 4.963 3.005 0.0 0.0 0.0 0.674
H -0.567 3.594 1.687 0.0 0.0 0.0 0.081
H -0.054 5.232 1.317 0.0 0.0 0.0 0.380
H -0.557 4.825 2.966 0.0 0.0 0.0 0.445
H 1.050 2.013 2.976 0.0 0.0 0.0 0.193
H 0.835 3.124 4.321 0.0 0.0 0.0 0.556
H 2.465 2.710 3.764 0.0 0.0 0.0 0.310
```
Positions in Å, forces in eV/Å.

Values from the calculation:
net charge: -1
multiplicity: 1
HOMO-LUMO gap: 7.43 eV
E_LUMO: 1.87 eV

In hartree, the DFT total energy values for the records above are, in order, -1029.1142 -686.9554 -426.7613 -5602.8074.
In eV, the energy relative to the best compared isomer or geometry (same formula, charge and spin) values for the records above are, in order, 3.8247 0.6465 1.4851 0.0000.